Entry 1:
{
  "formula": "C20H30AuFN3O7PS",
  "method": "ωB97M-V with the def2-TZVPD basis set",
  "e_homo_ha": -0.4889,
  "energy_ev": -66549.3840,
  "spin_multiplicity": 1,
  "e_above_lowest_kj_mol": 70.1,
  "e_lumo_ev": -6.2764,
  "total_charge": 2,
  "symbols": ["Au", "C", "C", "N", "C", "C", "C", "O", "O", "C", "O", "C", "C", "C", "F", "C", "C", "C", "N", "C", "C", "N", "C", "C", "H", "H", "H", "H", "H", "H", "H", "H", "H", "H", "H", "H", "H", "H", "H", "H", "H", "H", "C", "P", "C", "C", "O", "H", "H", "H", "H", "H", "H", "H", "H", "H", "C", "S", "O", "O", "O", "H", "H", "H"],
  "xyz": [[2.2316, -2.7381, 2.5867], [-3.4818, -1.0521, -2.6579], [-3.4635, -1.0520, -1.1390], [-2.0994, -0.9284, -0.5966], [-1.4372, -2.0531, -0.2934], [-0.1623, -2.1143, 0.2019], [0.3606, -3.4953, 0.3856], [-0.1794, -4.4541, -0.1083], [1.5030, -3.7185, 1.0607], [0.5654, -0.8906, 0.4171], [1.7106, -0.8366, 0.8838], [-0.1530, 0.3294, 0.0306], [0.4737, 1.5689, 0.1666], [-0.1647, 2.7178, -0.1858], [0.4929, 3.8828, 0.0084], [-1.4746, 2.7307, -0.7177], [-2.0916, 1.4915, -0.8487], [-1.4561, 0.3009, -0.4700], [-2.1159, 3.9123, -1.1115], [-1.4533, 5.2193, -1.0849], [-2.3539, 6.2718, -1.7180], [-3.0073, 5.6768, -2.9331], [-3.9641, 4.5581, -2.5536], [-3.5600, 4.0080, -1.1909], [-4.5075, -1.1112, -3.0208], [-2.9358, -1.9097, -3.0505], [-3.0239, -0.1476, -3.0615], [-3.8734, -1.9764, -0.7377], [-4.0722, -0.2509, -0.7238], [-1.9731, -2.9801, -0.4550], [1.4793, 1.6135, 0.5633], [-3.0714, 1.4258, -1.2888], [-0.5246, 5.1691, -1.6520], [-1.2019, 5.5593, -0.0774], [-1.7729, 7.1381, -2.0258], [-3.1596, 6.6079, -1.0701], [-2.2816, 5.3069, -3.5487], [-3.4996, 6.3958, -3.4637], [-3.8879, 3.8049, -3.3342], [-4.9709, 4.9714, -2.5476], [-4.0401, 3.0450, -1.0676], [-3.9556, 4.6375, -0.3875], [4.0038, -3.1122, -0.7815], [4.4420, -4.0607, 0.6653], [6.2182, -4.1090, 0.7898], [3.8274, -5.7242, 0.5131], [3.9912, -3.3840, 1.9950], [4.5716, -3.4817, -1.6364], [4.2458, -2.0632, -0.6087], [2.9395, -3.2069, -0.9816], [6.6367, -4.6070, -0.0855], [6.5038, -4.6568, 1.6873], [6.6072, -3.0934, 0.8525], [4.2160, -6.1770, -0.4001], [2.7382, -5.7065, 0.4807], [4.1578, -6.3098, 1.3713], [1.4382, 0.0515, 4.9699], [1.3931, -1.6927, 4.8717], [0.8785, -2.2450, 6.0633], [0.6191, -2.0541, 3.5933], [2.7929, -2.1500, 4.4518], [0.4142, 0.3979, 5.0966], [1.8856, 0.4479, 4.0618], [2.0320, 0.3024, 5.8473]],
  "lowdin_charge": [1.37, -0.05, -0.17, -0.02, 0.05, -0.04, -0.52, 0.12, -0.22, -0.32, -0.03, -0.06, 0.09, -0.18, 0.06, -0.12, 0.06, -0.11, -0.07, -0.12, -0.08, 0.08, -0.06, -0.13, 0.09, 0.09, 0.07, 0.13, 0.12, 0.16, 0.14, 0.09, 0.14, 0.14, 0.15, 0.14, 0.19, 0.19, 0.14, 0.14, 0.12, 0.14, -0.14, 0.66, -0.15, -0.14, -0.46, 0.07, 0.07, 0.05, 0.07, 0.07, 0.07, 0.08, 0.05, 0.08, -0.11, 0.55, -0.20, -0.40, -0.39, 0.09, 0.08, 0.09]
}


Entry 2:
{
  "formula": "C12H7FeN2O5S2",
  "method": "ωB97M-V with the def2-TZVPD basis set",
  "e_homo_ha": [-0.1682, -0.1735],
  "s2": 6.011,
  "energy_ev": -81836.7303,
  "spin_multiplicity": 5,
  "e_lumo_ev": [2.2323, 2.2246],
  "total_charge": -1,
  "symbols": ["Fe", "O", "C", "O", "C", "O", "C", "C", "O", "O", "H", "H", "H", "H", "H", "S", "C", "C", "C", "C", "N", "C", "C", "C", "S", "C", "N", "H", "H"],
  "xyz": [[-0.6556, 0.9395, 0.1476], [-1.6863, 3.9540, 3.0390], [-1.0848, 3.1539, 2.1534], [-1.4445, 2.0324, 1.9570], [0.1268, 3.7937, 1.5113], [0.8841, 2.8828, 0.7363], [0.8729, 3.2349, -0.7010], [-0.5368, 3.4978, -1.1642], [-0.8644, 4.5512, -1.6985], [-1.3308, 2.5013, -0.7868], [-2.3434, 3.3593, 3.4702], [0.8080, 4.1786, 2.3029], [-0.1822, 4.5804, 0.8616], [1.3497, 2.4147, -1.2494], [1.4758, 4.1886, -0.7572], [1.2825, -0.3058, 0.4331], [0.6754, -1.8424, -0.1112], [1.5644, -2.8643, -0.3181], [1.1441, -4.0815, -0.7740], [2.1418, -4.9903, -1.2815], [2.8949, -5.6931, -1.7714], [-0.1729, -4.3461, -0.9799], [-1.1109, -3.3849, -0.7004], [-0.6971, -2.1418, -0.3127], [-2.0043, -0.9998, -0.0448], [-0.5967, -5.6413, -1.4006], [-0.9692, -6.7261, -1.5194], [2.6092, -2.6720, -0.2129], [-2.1498, -3.5735, -0.8284]],
  "lowdin_charge": [0.39, 0.13, -0.47, 0.08, -0.10, -0.20, -0.10, -0.61, 0.05, -0.16, 0.15, 0.16, 0.13, 0.12, 0.14, 0.60, -0.69, -0.10, -0.22, -0.19, 0.15, -0.23, -0.10, -0.68, 0.58, -0.18, 0.15, 0.10, 0.10]
}